{"formula": "C3H15N2O3", "method": "the ωB97M-V functional and the def2-TZVPD basis", "spin_multiplicity": 1, "e_tot_ha": -458.30125, "total_charge": 1, "species": ["C", "C", "C", "N", "N", "H", "H", "H", "H", "H", "H", "H", "H", "H", "H", "H", "O", "H", "H", "O", "H", "H", "O"], "positions_angstrom": [[0.69086, -2.36818, 0.83940], [0.19636, -1.02126, 0.38112], [0.96341, 0.07913, 0.44987], [0.60512, 1.35245, -0.17946], [-1.07922, -1.01999, -0.10136], [1.30050, -2.28086, 1.72952], [1.32220, -2.72437, 0.02719], [-0.14831, -3.03012, 1.01669], [1.86459, 0.10551, 1.03627], [0.23547, 2.07347, 0.44247], [-0.12895, 1.25986, -0.94385], [1.39017, 1.67128, -0.73562], [-1.59958, -1.88275, -0.15879], [-1.53149, -0.24569, -0.55302], [-3.20130, -0.21944, -3.23177], [-4.06692, 0.42707, -2.14742], [-3.15050, 0.32200, -2.44154], [3.85849, 0.32014, 4.35147], [2.74152, 1.28083, 4.00460], [3.16742, 0.47525, 3.70342], [-0.55525, 1.90941, -2.98936], [-1.86159, 1.53841, -2.35905], [-1.01300, 1.97785, -2.14078]], "forces_ev_per_angstrom": [[0.1, 0.8, -0.3], [-0.7, 0.4, 0.1], [0.4, -0.3, 0.4], [-0.9, -0.8, -0.6], [-0.3, -0.4, -0.3], [0.1, 0.0, 0.2], [0.0, -0.4, 0.1], [0.0, -0.2, 0.0], [0.2, 0.0, -0.1], [0.4, 0.1, 0.1], [0.2, 0.2, 0.5], [0.3, 0.6, 0.4], [0.3, 0.1, 0.0], [0.1, 0.1, 0.0], [0.0, -0.2, -0.2], [0.2, 0.1, -0.1], [-0.3, 0.0, 0.3], [0.1, -0.1, 0.0], [-0.1, 0.1, 0.1], [-0.1, 0.0, -0.2], [0.2, 0.3, 0.1], [-0.2, 0.1, 0.3], [-0.2, -0.4, -0.7]]}

{"formula": "C3H15N2O3", "method": "the ωB97M-V functional and the def2-TZVPD basis", "spin_multiplicity": 1, "e_tot_ha": -458.32142, "total_charge": 1, "species": ["C", "C", "N", "C", "N", "H", "H", "H", "H", "H", "H", "H", "H", "H", "H", "H", "O", "H", "H", "O", "H", "H", "O"], "positions_angstrom": [[1.64772, 1.78436, 0.99881], [1.12954, 0.54419, 1.75528], [-0.05688, -0.09363, 1.15012], [-0.56324, -1.06218, 1.86336], [-1.44605, -1.96417, 1.50036], [2.10849, 1.49229, 0.05729], [0.88717, 2.52029, 0.75104], [2.30366, 2.28678, 1.70487], [1.99538, -0.11570, 1.73971], [0.99114, 0.83342, 2.79718], [-0.15288, 0.03442, 0.14368], [-0.23100, -1.07384, 2.89407], [-1.81650, -2.00453, 0.54996], [-1.80586, -2.48443, 2.28377], [1.30720, 0.85319, -2.26226], [0.78820, -0.52599, -2.37234], [0.91570, 0.13355, -1.68713], [2.30689, 1.73451, -4.14044], [0.99012, 2.32711, -3.50517], [1.87259, 1.96908, -3.30646], [-3.14466, -1.12008, -1.40179], [-4.00402, -2.19110, -0.60871], [-3.30754, -1.52456, -0.54487]], "forces_ev_per_angstrom": [[-0.8, -0.2, 0.2], [1.2, 1.3, -0.7], [1.0, -0.1, 0.8], [-0.5, 0.2, -0.4], [0.9, 0.5, 0.5], [0.4, 0.1, 0.2], [-0.4, -0.1, 0.1], [0.5, 0.0, -0.4], [-0.3, -0.5, 0.0], [-0.7, -0.2, -0.1], [-0.1, -0.2, -0.1], [-0.1, -0.2, 0.1], [-0.5, -0.1, 0.3], [-0.4, -0.4, -0.5], [0.0, -0.4, 0.8], [-0.2, -0.5, 0.1], [0.0, 0.4, -0.5], [-0.3, 0.2, 0.2], [0.6, 0.0, -0.3], [-0.3, 0.2, -0.2], [-0.4, -0.2, -0.2], [0.1, 0.3, -0.4], [0.3, -0.1, 0.4]]}

{"formula": "C3H15N2O3", "method": "the ωB97M-V functional and the def2-TZVPD basis", "spin_multiplicity": 1, "e_tot_ha": -458.30952, "total_charge": 1, "species": ["C", "C", "N", "C", "N", "H", "H", "H", "H", "H", "H", "H", "H", "H", "H", "H", "O", "H", "H", "O", "H", "H", "O"], "positions_angstrom": [[-2.07838, -0.51800, 1.77571], [-1.05003, 0.61201, 1.55797], [0.10613, 0.05597, 0.86649], [1.35943, 0.35224, 1.09094], [2.23805, -0.41045, 0.40210], [-1.65461, -1.35801, 2.31275], [-3.03033, -0.03984, 1.98522], [-2.31589, -0.92712, 0.78725], [-1.48496, 1.40659, 0.94610], [-0.75985, 1.10172, 2.49105], [-0.06183, -0.44088, 0.00037], [1.68099, 0.90123, 1.96241], [1.81643, -1.03612, -0.27030], [3.16133, -0.08072, 0.17303], [-1.70462, 0.55937, -2.96368], [-0.73149, -0.44274, -2.53046], [-0.95093, 0.49080, -2.36284], [0.29461, -2.75732, -1.48534], [1.54472, -2.28384, -2.26901], [0.76949, -1.97291, -1.78484], [1.18404, 2.97488, -0.69467], [0.75779, 1.75331, -1.44666], [0.90992, 2.05983, -0.54361]], "forces_ev_per_angstrom": [[0.4, 0.9, -1.9], [-0.7, -0.3, 0.0], [0.4, 0.7, 1.0], [-0.1, -2.8, -0.8], [0.0, 1.0, 0.5], [-0.5, 0.2, 0.8], [0.0, -0.5, 1.2], [0.3, -0.1, -0.2], [0.1, -0.2, -0.1], [0.3, -0.3, -0.1], [-0.3, 0.0, 0.0], [-0.1, 0.6, -0.3], [0.1, 0.0, -0.3], [0.1, 0.1, 0.4], [-0.1, 0.6, 0.1], [0.5, 0.3, 0.3], [-0.2, -1.0, -0.4], [0.1, -0.1, -0.1], [-0.2, -0.1, -0.1], [0.0, 0.2, 0.3], [0.0, 0.0, 0.2], [-0.3, -0.3, -0.1], [0.4, 1.1, -0.6]]}

{"formula": "C3H15NO3", "method": "the ωB97M-V functional and the def2-TZVPD basis", "spin_multiplicity": 1, "e_tot_ha": -403.71414, "smiles": "CN(C)C.O.O.O", "species": ["C", "N", "C", "C", "H", "H", "H", "H", "H", "H", "H", "H", "H", "H", "H", "O", "H", "H", "O", "H", "H", "O"], "positions_angstrom": [[0.58559, -0.84921, -1.11726], [0.91792, 0.52201, -0.52886], [2.33130, 0.99354, -0.79190], [0.64905, 0.66880, 0.93747], [0.91970, -0.85104, -2.29719], [1.03459, -1.75886, -0.70504], [-0.48276, -1.04581, -1.03838], [2.34821, 2.05029, -0.82911], [2.87322, 0.57143, -1.64480], [2.94111, 0.81740, 0.12242], [-0.32816, 1.11915, 1.35952], [0.57009, -0.40492, 1.27710], [1.46224, 1.05269, 1.51343], [-0.49135, -2.38332, 2.52679], [-1.86120, -1.83311, 1.94638], [-1.45217, -2.47643, 2.53327], [-1.52263, 1.31418, -2.36300], [-0.66669, 1.39474, -1.13425], [-1.55592, 1.61164, -1.41702], [-2.38163, 0.15117, -0.07045], [-3.39260, -0.31256, 0.96112], [-2.49788, -0.35179, 0.75976]], "forces_ev_per_angstrom": [[1.0, 1.2, -2.3], [0.7, -0.3, -0.5], [-0.3, -1.2, 1.5], [-1.9, -2.7, 0.5], [-1.0, 0.2, 3.0], [0.6, 0.4, 0.5], [-0.1, 0.4, -0.2], [-0.3, 1.2, -0.5], [-0.7, -0.1, 0.0], [-0.1, -0.5, -0.6], [1.4, -0.3, -1.6], [0.0, 0.9, 0.2], [0.7, 0.6, -0.1], [-0.4, 0.3, -0.3], [0.5, 0.3, -0.3], [0.0, -0.6, 0.5], [-0.3, 0.5, 1.2], [1.2, -0.1, 0.5], [-1.0, -0.5, -1.7], [0.0, 0.0, 0.3], [-2.6, 0.2, 0.5], [2.5, 0.0, -0.9]]}

The evaluated frontier orbital gap for the records listed, in turn: 9.21 11.59 11.14 9.78 eV.
The evaluated E_HOMO for the records listed, in turn: -12.09 -14.18 -14.04 -9.13 eV.